Record 1
26
Properties=species:S:1:pos:R:3 method="wB97M-V/def2-TZVPD" energy_ha=-1029.0531 orbital_gap_ha=0.3022 homo_ha=-0.286 lumo_energy_ev=0.4342
C -0.588 1.632 0.052
C 0.838 1.008 -0.118
C -1.672 0.636 -0.388
C 0.984 -0.404 0.611
C -1.136 -1.378 -0.004
C 2.453 -0.968 0.461
O 0.184 -1.397 -0.082
O -0.566 2.768 -0.714
O 1.857 1.915 0.432
O -1.864 0.437 -1.750
O -1.749 -1.592 1.243
O 3.321 -0.456 1.375
P -1.913 -2.072 -1.479
H -0.742 1.990 1.113
H 0.940 0.827 -1.181
H -2.537 0.660 0.162
H 0.639 -0.451 1.648
H 2.758 -0.797 -0.563
H 2.368 -2.061 0.520
H -1.278 3.276 -0.460
H 2.063 2.630 -0.249
H -0.918 0.454 -2.010
H -1.188 -1.987 1.954
H 3.025 0.485 1.479
H -3.111 -1.720 -0.887
H -2.169 -3.435 -1.166

Record 2
36
Properties=species:S:1:pos:R:3 method="wB97M-V/def2-TZVPD" energy_ha=-804.1877 orbital_gap_ha=0.3094 homo_ha=-0.280 lumo_energy_ev=0.8021 smiles="Cc1ccc([C@H](N(C)C)N2C(=O)CCC2=O)cc1"
C 2.458 -7.797 2.514
C 1.892 -6.485 2.034
C 1.884 -6.169 0.677
C 1.260 -4.995 0.238
C 0.578 -4.202 1.184
C -0.383 -3.194 0.903
N -1.235 -3.221 -0.111
C -2.051 -2.053 -0.465
C -1.579 -4.504 -0.705
N 0.515 -1.777 1.211
C 1.472 -1.453 0.313
O 1.919 -2.227 -0.527
C 1.835 0.019 0.547
C 0.791 0.535 1.556
C -0.127 -0.684 1.785
O -1.225 -0.780 2.317
C 0.784 -4.416 2.571
C 1.422 -5.575 2.985
H 2.330 -7.874 3.600
H 1.913 -8.630 2.035
H 3.539 -7.930 2.319
H 2.361 -6.841 -0.029
H 1.298 -4.691 -0.818
H -0.716 -2.592 1.892
H -2.742 -2.336 -1.253
H -2.599 -1.654 0.391
H -1.433 -1.231 -0.827
H -2.529 -4.380 -1.245
H -0.798 -4.857 -1.379
H -1.689 -5.261 0.075
H 1.739 0.570 -0.407
H 2.827 0.036 1.038
H 1.242 0.734 2.572
H 0.117 1.353 1.162
H 0.389 -3.688 3.294
H 1.535 -5.784 4.045

Record 3
54
Properties=species:S:1:pos:R:3 method="wB97M-V/def2-TZVPD" energy_ha=-11861.3746 orbital_gap_ha="0.2503 / 0.2514" s_squared=8.7599 homo_ha="-0.267 / -0.267" lumo_energy_ev="-0.4455 / -0.4311" spin_multiplicity=6
Sm 0.959 -0.295 1.255
C 2.756 -0.163 -2.845
C 1.743 -0.311 -3.796
C 0.517 0.037 -3.343
C 0.249 0.429 -2.012
N 1.261 0.688 -1.158
C 2.519 0.417 -1.620
N -1.049 0.661 -1.754
C -1.447 1.082 -0.655
N -0.708 1.267 0.518
C -1.382 2.033 1.403
N -1.019 2.617 2.472
C 0.254 2.746 2.910
C 0.474 3.924 3.646
C 1.744 4.124 4.189
C 2.708 3.137 4.085
C 2.416 1.988 3.346
N 1.225 1.846 2.697
C -2.787 2.257 0.877
C -3.940 2.830 1.422
C -5.094 2.708 0.627
C -5.114 2.209 -0.670
C -3.955 1.626 -1.168
C -2.821 1.611 -0.370
H 3.762 -0.601 -3.130
H 1.799 -0.636 -4.807
H -0.365 -0.024 -4.000
H 3.373 0.633 -0.991
H -0.395 4.625 3.863
H 1.917 5.052 4.669
H 3.653 3.265 4.599
H 3.148 1.278 3.039
H -3.959 3.308 2.356
H -6.068 2.919 1.183
H -5.966 2.324 -1.285
H -3.826 1.395 -2.212
Se 3.733 -1.164 1.258
Se -0.996 -1.795 2.660
Se 1.062 -1.804 3.718
Se 2.825 -2.939 2.486
O 0.676 -2.072 -0.241
S 0.546 -3.599 0.036
C 1.782 -4.307 -1.124
C 1.124 -4.301 -2.582
C -0.245 -3.665 -2.473
C -0.790 -3.972 -1.152
H 1.946 -5.343 -0.784
H 2.713 -3.799 -0.994
H 0.996 -5.361 -2.968
H 1.795 -3.761 -3.323
H -0.880 -4.124 -3.238
H -0.103 -2.580 -2.658
H -1.103 -5.022 -1.019
H -1.667 -3.397 -0.940

Record 4
56
Properties=species:S:1:pos:R:3 method="wB97M-V/def2-TZVPD" total_charge=+1 energy_ha=-1286.5532 orbital_gap_ha=0.2039 homo_ha=-0.390 lumo_energy_ev=-5.0693
C 5.029 0.162 -0.346
C 4.083 1.311 -0.129
N 2.746 0.930 -0.324
C 1.693 1.852 -0.285
C 1.590 2.711 0.897
C 0.752 3.844 0.895
C 0.546 4.589 2.056
C 1.191 4.229 3.249
C 2.052 3.120 3.261
C 2.232 2.363 2.103
C 0.766 1.807 -1.290
O 4.435 2.433 0.193
H 4.524 -0.811 -0.326
H 5.521 0.299 -1.316
H 5.791 0.189 0.437
H 2.652 0.211 -1.035
H 0.270 4.128 -0.040
H -0.112 5.461 2.032
H 1.036 4.809 4.158
H 2.597 2.846 4.166
H 2.887 1.494 2.145
H -0.060 2.510 -1.289
H 0.919 1.146 -2.142
C -5.968 -0.783 -4.541
O -4.582 -0.586 -4.911
C -3.596 -0.890 -4.030
C -2.282 -0.503 -4.406
C -1.258 -0.592 -3.502
C -1.470 -1.091 -2.176
C -0.432 -0.991 -1.218
C -0.502 -1.372 0.150
C 0.681 -1.811 0.829
C 0.625 -2.170 2.161
C -0.628 -2.174 2.828
O -0.576 -2.645 4.102
C 0.839 -2.992 4.381
C 1.661 -2.629 3.141
C -1.808 -1.761 2.191
C -1.723 -1.307 0.900
C -2.739 -1.701 -1.921
C -3.798 -1.564 -2.797
H -6.510 -0.418 -5.416
H -6.193 -1.849 -4.371
H -6.242 -0.195 -3.650
H -2.134 -0.102 -5.407
H -0.259 -0.252 -3.776
H 0.542 -0.694 -1.595
H 1.632 -1.859 0.293
H 1.137 -2.430 5.273
H 0.868 -4.066 4.604
H 2.232 -3.490 2.788
H 2.374 -1.834 3.385
H -2.740 -1.795 2.746
H -2.604 -0.877 0.429
H -2.901 -2.264 -1.005
H -4.791 -1.952 -2.550

Record 5
11
Properties=species:S:1:pos:R:3 method="wB97M-V/def2-TZVPD" energy_ha=-305.4959 orbital_gap_ha=0.4019 homo_ha=-0.380 lumo_energy_ev=0.5846 smiles="O=CO.CO"
O 1.683 -2.206 0.937
C 0.965 -3.036 1.387
O 0.004 -3.691 0.669
H 0.901 -3.541 2.363
H -0.243 -3.214 -0.136
C -0.476 2.482 -0.498
O -0.579 3.396 -1.600
H -1.196 2.860 0.222
H -0.612 1.460 -0.863
H 0.501 2.497 -0.090
H -0.948 2.992 -2.392

Record 6
20
Properties=species:S:1:pos:R:3 method="wB97M-V/def2-TZVPD" energy_ha=-378.5445 orbital_gap_ha=0.3374 homo_ha=-0.302 lumo_energy_ev=0.9571 smiles="[H]/N=C/N(C)C.[H]/N=C/N"
H 1.886 2.078 1.438
N 1.440 1.778 0.571
C 0.694 0.743 0.781
N -0.595 0.434 -0.023
C -0.968 1.434 -1.012
C -1.719 -0.124 0.712
H 0.573 0.283 1.774
H -1.485 2.276 -0.540
H -1.641 1.019 -1.771
H -0.075 1.856 -1.483
H -1.453 -1.114 1.097
H -2.601 -0.249 0.075
H -2.009 0.518 1.551
H -0.436 -2.931 -0.871
N 0.295 -2.589 -0.242
C 0.826 -1.516 -0.723
N 1.883 -0.928 0.029
H 0.780 -1.177 -1.768
H 2.534 -0.328 -0.469
H 2.069 -1.462 0.874